{"formula": "C3H2F2OS", "method": "the ωB97M-V functional and the def2-TZVPD basis", "species": ["S", "F", "F", "O", "C", "C", "C", "H", "H"], "xyz": [[2.114, -1.127, -1.313], [-0.017, -2.092, 0.420], [-1.254, 1.477, 0.126], [1.017, 1.171, -0.634], [-0.178, -0.749, 0.088], [-1.170, 0.077, 0.613], [0.958, -0.234, -0.743], [0.422, 1.697, 0.170], [-1.892, -0.220, 1.273]], "atomic_forces_ev_per_a": [[0.93, -0.68, -1.10], [-1.12, 2.52, -0.16], [-0.63, -3.39, 1.74], [-0.72, 0.27, 1.72], [-1.00, 0.67, 0.81], [3.72, 0.28, -3.75], [-1.50, 3.40, 2.83], [2.19, -2.87, -3.53], [-1.88, -0.20, 1.44]], "nbo_charge": [0.112, -0.301, -0.352, -0.699, 0.278, 0.159, 0.076, 0.526, 0.200], "de_lowest_ev": 2.431, "smiles": "OC(=S)/C(F)=C\\F", "total_charge": 0, "total_energy_ha": -788.56166, "gap_ev": 8.49, "homo_ev": -9.43}



{"formula": "C3H2F2S", "method": "the ωB97M-V functional and the def2-TZVPD basis", "species": ["S", "F", "F", "C", "C", "C", "H", "H"], "xyz": [[-1.403, 2.031, -1.158], [1.991, -1.226, 0.744], [-0.260, -1.703, 0.890], [-0.933, 0.614, -0.374], [0.422, 0.241, -0.121], [0.722, -0.869, 0.499], [-1.775, 0.044, -0.039], [1.236, 0.868, -0.440]], "atomic_forces_ev_per_a": [[0.91, -1.85, 0.97], [-1.82, -0.42, 0.16], [1.95, 0.11, 0.10], [-1.09, 2.98, -1.45], [-0.03, 0.90, -0.54], [0.01, -1.17, 0.51], [0.06, -0.76, 0.33], [0.01, 0.21, -0.09]], "nbo_charge": [-0.003, -0.285, -0.297, -0.252, -0.450, 0.818, 0.216, 0.253], "de_lowest_ev": 0.143, "smiles": "FC(F)=CC=S", "total_charge": 0, "total_energy_ha": -713.37742, "gap_ev": 7.96, "homo_ev": -8.92}



{"formula": "C3H2F3N", "method": "the ωB97M-V functional and the def2-TZVPD basis", "species": ["F", "F", "F", "N", "C", "C", "C", "H", "H"], "xyz": [[0.946, 0.933, 2.435], [0.243, -0.959, 1.794], [1.956, -0.090, 0.758], [0.105, -0.306, -1.956], [0.745, 0.153, 1.383], [-0.509, 0.631, -1.099], [-0.911, -0.638, -1.227], [-0.930, 1.709, -1.149], [-1.644, -1.432, -0.938]], "atomic_forces_ev_per_a": [[0.13, 0.35, -0.02], [-0.73, -1.74, 0.33], [-1.14, 0.17, 0.80], [0.29, -1.11, -0.84], [1.43, 1.45, -2.00], [-0.75, 3.82, 2.23], [-1.34, -1.43, 0.26], [0.99, -2.10, -0.14], [1.13, 0.60, -0.62]], "nbo_charge": [-0.336, -0.330, -0.363, -0.292, 0.883, -0.118, 0.081, 0.235, 0.240], "de_lowest_ev": 4.287, "total_charge": 0, "total_energy_ha": -469.64719, "gap_ev": [9.83, 7.36], "homo_ev": [-9.40, -7.79]}



{"formula": "C3H2F3N2S2", "method": "the ωB97M-V functional and the def2-TZVPD basis", "species": ["S", "S", "F", "F", "F", "N", "N", "C", "C", "C", "H", "H"], "xyz": [[-2.080, -0.682, 4.112], [-1.261, 0.253, -1.901], [2.097, 0.090, -0.100], [1.368, 1.534, -1.584], [1.683, -0.518, -2.055], [-1.332, -0.379, 1.466], [-0.112, 0.060, -0.625], [1.270, 0.282, -1.070], [-1.666, -0.481, 2.685], [-0.279, -0.105, 0.732], [-0.382, 0.156, -2.763], [0.695, -0.209, 1.102]], "atomic_forces_ev_per_a": [[-0.45, -0.03, 0.78], [-3.37, 0.23, 2.80], [1.04, 0.39, 1.25], [-0.19, -0.79, 0.96], [-1.14, -0.32, 0.11], [-1.03, 0.57, 0.34], [-0.51, -0.23, 1.99], [0.61, 1.03, -1.83], [1.59, 0.14, -2.96], [-0.03, -0.82, -2.26], [2.53, -0.36, -2.64], [0.95, 0.18, 1.46]], "nbo_charge": [0.479, 0.362, -0.272, -0.294, -0.286, -0.519, -0.515, 1.089, 0.204, 0.409, 0.119, 0.225], "de_lowest_ev": 1.191, "total_charge": 1, "total_energy_ha": -1320.67093, "gap_ev": [8.08, 8.08], "homo_ev": [-14.03, -14.03]}



{"formula": "C3H2F4", "method": "the ωB97M-V functional and the def2-TZVPD basis", "species": ["F", "F", "F", "F", "C", "C", "C", "H", "H"], "xyz": [[-1.516, -1.085, 0.000], [1.018, -1.841, 0.001], [0.711, 1.692, 0.002], [2.546, -0.283, 0.003], [0.325, 0.395, -0.004], [1.258, -0.543, -0.010], [-1.164, 0.246, 0.000], [-1.593, 0.693, 0.918], [-1.587, 0.726, -0.910]], "atomic_forces_ev_per_a": [[-0.06, -0.04, -0.10], [0.15, 0.25, -0.04], [-0.03, -0.19, -0.01], [0.08, -0.01, -0.04], [0.03, 0.09, 0.02], [-0.28, -0.12, 0.12], [-0.28, 0.16, -0.03], [0.21, 0.04, -0.50], [0.17, -0.18, 0.59]], "nbo_charge": [-0.345, -0.285, -0.309, -0.288, 0.172, 0.673, 0.012, 0.185, 0.185], "de_lowest_ev": 1.074, "smiles": "FCC(F)=C(F)F", "total_charge": 0, "total_energy_ha": -514.92753, "gap_ev": 10.77, "homo_ev": -9.86}



{"formula": "C3H2F4O4S2", "method": "the ωB97M-V functional and the def2-TZVPD basis", "species": ["S", "S", "F", "F", "F", "F", "O", "O", "O", "O", "C", "C", "C", "H", "H"], "xyz": [[-0.859, 1.490, 0.713], [2.020, 1.025, 1.891], [-0.672, -1.214, -1.580], [-1.155, -2.737, -0.200], [0.504, -1.581, 1.560], [1.583, -1.465, -0.303], [-1.613, 0.483, 1.572], [-1.428, 1.525, -0.687], [2.204, 2.497, 1.941], [3.317, 0.339, 1.460], [0.676, 0.586, 0.284], [-0.812, -1.386, -0.266], [0.526, -0.913, 0.343], [-1.691, -0.752, -0.016], [0.950, 0.786, -0.688]], "atomic_forces_ev_per_a": [[-0.29, -0.56, -0.25], [1.39, -1.02, -0.86], [0.50, 0.26, -2.49], [0.58, 0.12, 1.03], [0.44, 0.84, 0.44], [0.21, -0.51, -0.65], [0.19, 0.87, 0.06], [-0.63, 0.48, -0.01], [-0.27, -0.02, -0.41], [-1.60, 0.73, 0.35], [0.21, -0.96, 4.28], [-1.35, 0.61, -1.04], [-1.15, -0.90, 0.82], [0.89, -0.87, 0.72], [0.88, 0.93, -1.99]], "nbo_charge": [1.473, 1.476, -0.361, -0.385, -0.361, -0.347, -1.084, -1.099, -1.040, -1.056, -0.745, 0.469, 0.626, 0.214, 0.221], "de_lowest_ev": 1.205, "total_charge": -2, "total_energy_ha": -1612.28806, "gap_ev": 6.41, "homo_ev": -0.19}



{"formula": "C3H2F6NO", "method": "the ωB97M-V functional and the def2-TZVPD basis", "species": ["F", "F", "F", "F", "F", "F", "O", "N", "C", "C", "C", "H", "H"], "xyz": [[2.582, 1.456, 0.991], [2.735, -0.869, -0.863], [1.651, -1.527, 0.865], [1.082, 2.728, -0.031], [0.900, -1.905, -1.148], [2.797, 1.719, -1.104], [-1.421, -0.082, 2.534], [-1.493, 0.583, 1.439], [1.754, 1.522, -0.135], [0.862, 0.353, -0.210], [1.506, -0.930, -0.360], [-0.149, 0.591, -0.624], [-0.938, 1.487, 1.496]], "atomic_forces_ev_per_a": [[-0.28, 0.35, 0.04], [1.47, -0.09, -0.22], [0.30, -1.00, 0.32], [0.47, -0.80, -0.39], [-0.44, 0.63, 0.51], [-1.33, 0.37, 0.14], [-0.35, 1.47, -2.71], [0.53, -0.46, 3.37], [0.42, -1.21, 0.65], [-0.64, 2.47, -1.61], [-0.97, 0.01, 0.12], [1.25, -0.65, 0.22], [-0.43, -1.07, -0.43]], "nbo_charge": [-0.392, -0.344, -0.375, -0.371, -0.377, -0.406, -0.217, -0.183, 0.950, -0.827, 0.957, 0.215, 0.369], "total_charge": -1, "total_energy_ha": -844.63123, "gap_ev": [7.49, 5.60], "spin_multiplicity": 3, "homo_ev": [-3.32, -3.36]}



{"formula": "C3H2FLuO2", "method": "the ωB97M-V functional and the def2-TZVPD basis", "species": ["Lu", "F", "O", "O", "C", "C", "C", "H", "H"], "xyz": [[1.811, -0.486, 2.463], [-1.079, 0.951, 0.540], [0.693, -1.287, 0.765], [-1.318, 0.444, -1.669], [-0.686, 0.162, -0.457], [-1.128, 1.472, -2.374], [0.007, -0.982, -0.294], [0.045, -1.645, -1.169], [1.656, 1.371, 2.195]], "atomic_forces_ev_per_a": [[-0.64, -0.45, -0.91], [0.13, 0.26, -0.96], [-0.10, 0.61, 0.33], [1.09, 5.98, -4.71], [0.71, -1.49, 3.59], [-1.78, -4.81, 2.77], [0.42, -0.23, -0.35], [0.13, 0.08, 0.21], [0.05, 0.05, 0.03]], "nbo_charge": [1.481, -0.266, -0.882, -0.467, 0.405, 0.919, 0.202, 0.193, -0.585], "de_lowest_ev": 5.829, "total_charge": 1, "total_energy_ha": -1600.83950, "gap_ev": [2.85, 6.15], "spin_multiplicity": 2, "homo_ev": [-10.09, -13.39]}



{"formula": "C3H2FN", "method": "the ωB97M-V functional and the def2-TZVPD basis", "species": ["F", "N", "C", "C", "C", "H", "H"], "xyz": [[-1.399, 0.013, -1.748], [-0.992, 0.195, 0.926], [0.593, -0.073, -0.404], [0.267, 0.159, 1.021], [-0.690, -0.088, -0.699], [0.845, 0.178, 1.831], [1.376, -0.385, -0.926]], "atomic_forces_ev_per_a": [[-1.12, -0.41, -0.81], [-2.01, 0.15, -0.60], [-1.42, -0.21, 0.40], [-1.78, -0.78, -3.55], [0.79, 1.58, 3.29], [2.00, 0.39, 3.42], [3.54, -0.72, -2.14]], "nbo_charge": [-0.259, -0.396, -0.436, 0.110, 0.591, 0.186, 0.204], "de_lowest_ev": 3.474, "total_charge": 0, "total_energy_ha": -269.96939, "gap_ev": 9.17, "homo_ev": -9.02}



{"formula": "C3H2FNOS", "method": "the ωB97M-V functional and the def2-TZVPD basis", "species": ["S", "F", "O", "N", "C", "C", "C", "H", "H"], "xyz": [[-0.338, -0.918, -2.678], [0.403, 2.259, 0.996], [-0.119, 1.068, -0.908], [-0.179, -0.931, -0.011], [0.224, -0.074, 1.050], [0.122, 1.077, 0.466], [-0.324, -0.277, -1.169], [-0.205, -1.915, 0.112], [0.416, -0.289, 2.141]], "atomic_forces_ev_per_a": [[-0.57, 0.15, 0.05], [-0.36, -0.22, -0.57], [-0.43, -0.93, 2.22], [0.21, -0.18, 1.64], [-0.81, -1.49, 0.96], [1.15, 3.56, -0.84], [1.25, -0.17, -1.11], [-0.09, -0.69, -0.53], [-0.35, -0.03, -1.82]], "nbo_charge": [-0.175, -0.284, -0.422, -0.558, -0.209, 0.617, 0.337, 0.433, 0.261], "de_lowest_ev": 0.267, "smiles": "Fc1c[nH]c(=S)o1", "total_charge": 0, "total_energy_ha": -743.52945, "gap_ev": 8.97, "homo_ev": -8.45}